No. 1
This record from OMol25 describes one molecule with the formula C3H2ClNOS. The level of theory is wB97M-V/def2-TZVPD.

Structure (ORCA input):
```
! wB97M-V def2-TZVPD RIJCOSX def2/J DEFGRID3
* xyz 0 1
C 0.09850 0.60259 -0.35057
C 0.03729 -0.54140 0.24619
C 1.12603 1.72794 -0.28893
N 2.60824 -0.29388 0.70921
O 0.78385 2.84590 -0.42189
S 2.70151 1.23598 0.22890
Cl 3.17651 -1.54760 -0.26444
H -0.71879 0.78893 -1.04752
H -0.27571 -1.35824 0.82260
*
```


No. 2
This record from OMol25 describes C29H23AsCl2F6N3O7Ti as an isolated structure. The level of theory is wB97M-V/def2-TZVPD.

Structure (ORCA input):
```
! wB97M-V def2-TZVPD RIJCOSX def2/J DEFGRID3
* xyz -2 4
Ti 9.77539 9.36953 11.72047
C 8.88196 9.04550 16.13244
O 10.28683 8.80082 16.54752
C 11.39369 9.22475 16.03431
C 12.52144 9.08390 16.80119
C 13.77633 9.29427 16.28804
C 13.94998 9.97496 15.01766
C 12.85629 10.21040 14.26375
C 12.89582 10.91366 12.96351
N 13.86624 11.75623 12.75641
N 13.91402 12.74514 11.99328
C 15.16249 13.26280 11.47154
O 16.25570 13.27966 12.00835
C 14.73932 13.90933 10.18152
C 14.07321 13.12910 9.19070
C 13.45682 13.72088 8.12076
C 13.28745 15.09388 8.02530
C 13.96439 15.89427 8.96140
C 14.68634 15.29616 10.02258
C 11.56641 9.63167 14.59730
O 10.67227 9.50374 13.76679
H 8.45482 9.81911 16.76057
H 8.74961 9.30815 15.08165
H 8.42832 8.06999 16.29903
H 12.40918 8.65438 17.77528
H 14.63738 8.98936 16.87813
H 14.96724 10.21592 14.68572
H 12.11076 10.85120 12.23549
H 13.96859 12.05759 9.31508
H 12.89341 13.03643 7.41189
H 12.75451 15.55173 7.17027
H 13.89038 16.96023 8.91340
H 15.08402 15.89074 10.81045
Cl 7.96683 16.86457 12.44095
C 8.42693 15.24782 12.15558
C 8.73632 14.48247 13.32785
C 9.39236 13.28339 13.14171
Cl 9.77620 12.46636 14.63432
C 9.58404 12.66429 11.83818
O 10.02418 11.46148 11.62749
C 9.33087 13.57404 10.72990
C 9.61997 13.20072 9.28122
O 9.51816 12.18228 8.64493
C 8.75742 14.81205 10.89086
H 8.50660 14.81112 14.31214
H 9.88375 14.09924 8.69331
H 8.64884 15.46350 10.03862
F 8.34250 9.55687 12.80061
As 4.62139 7.45880 14.21264
F 4.49710 9.11967 14.81601
F 4.10713 8.26714 12.65466
F 2.79186 6.99540 14.44642
F 9.96509 7.54400 11.50483
F 4.84043 6.69871 16.02120
N 8.29552 9.47681 10.11474
H 8.62310 10.02440 9.31255
H 7.39201 9.83251 10.42422
H 8.22021 8.48893 9.79357
O 12.58832 9.21125 8.61559
C 12.44212 8.87494 9.77842
O 11.65897 9.43832 10.63331
C 13.27692 7.70329 10.29222
C 12.96157 7.19297 11.53942
C 13.63865 6.08024 12.00406
C 14.63193 5.44472 11.26624
C 14.95237 5.97324 10.00421
C 14.22710 7.05089 9.50552
H 12.21932 7.68614 12.09701
H 13.36198 5.77389 12.99098
H 15.12647 4.56715 11.68248
H 15.83417 5.62321 9.44880
H 14.39663 7.53071 8.56672
*
```

Output
* ⟨S²⟩: 3.782


No. 3
This record from OMol25 describes one molecule with the formula CH3O3PS. The level of theory is wB97M-V/def2-TZVPD.

Structure (ORCA input):
```
! wB97M-V def2-TZVPD RIJCOSX def2/J DEFGRID3
* xyz 0 1
C 0.31083 -0.15165 0.00970
O 0.57103 1.22084 0.22988
O 1.50038 -0.87027 0.09737
O -0.42655 -0.38196 -1.03378
P -0.74513 -0.15999 1.58753
S -2.41481 0.60882 0.87878
H 1.10703 1.45702 -0.53111
H 1.43540 -1.60084 -0.45395
H -1.33817 -0.12198 -0.78441
*
```


No. 4
This record from OMol25 describes C33H34F6GeMoNO2S as an isolated structure. The level of theory is wB97M-V/def2-TZVPD.

Structure (ORCA input):
```
! wB97M-V def2-TZVPD RIJCOSX def2/J DEFGRID3
* xyz 3 1
Mo 0.01194 -1.16475 0.07302
N -1.13702 -0.38646 1.09379
C -2.27872 -0.06063 1.74711
C -2.39781 -0.39401 3.12077
C -3.68509 -0.48516 3.70591
C -3.81643 -0.83691 5.03065
C -2.67742 -1.09486 5.78988
C -1.39820 -1.01808 5.22851
C -1.25531 -0.68326 3.90570
C -3.29046 0.61527 0.96511
C -3.48913 0.27605 -0.38403
C -4.47178 0.91166 -1.11159
C -5.23364 1.92150 -0.52100
C -5.02472 2.28518 0.80342
C -4.06841 1.62581 1.55459
H -4.56443 -0.33824 3.09425
H -4.79712 -0.92877 5.47582
H -2.78341 -1.36727 6.83232
H -0.53036 -1.21658 5.84166
H -0.26718 -0.59349 3.47263
H -2.92940 -0.54041 -0.82683
H -4.67657 0.61295 -2.13092
H -5.99954 2.42106 -1.09970
H -5.61230 3.07494 1.25057
H -3.88807 1.91608 2.58112
C 1.86652 0.32839 -4.05978
C 0.48593 -0.26451 -3.87048
S -0.52728 0.46832 -2.57512
O 0.39982 0.28223 -1.26161
C -0.46607 2.24278 -2.92061
C 0.61409 3.03210 -2.20029
H 2.35511 -0.21332 -4.86967
H 2.48057 0.20549 -3.16872
H 1.83345 1.37869 -4.34532
H 0.50609 -1.32164 -3.59827
H -0.14538 -0.17374 -4.76080
H -1.46685 2.59289 -2.66783
H -0.35432 2.27513 -4.00804
H 0.45920 3.02957 -1.12221
H 0.55465 4.06255 -2.54976
H 1.61487 2.66128 -2.42256
Ge 1.93628 0.51083 0.20981
C 3.61062 -0.08182 -0.49321
C 4.46158 0.78770 -1.18642
C 5.71667 0.35619 -1.57411
C 6.13513 -0.93396 -1.25962
C 5.29468 -1.79949 -0.57319
C 4.02909 -1.38048 -0.19637
C 1.62488 2.18968 1.06956
C 0.62197 2.35029 2.02638
C 0.48922 3.55790 2.69051
C 1.34686 4.61125 2.39591
C 2.35075 4.45558 1.44710
C 2.50111 3.24533 0.79205
H 1.31505 -1.29731 1.15737
H 4.15487 1.79631 -1.43568
H 6.37601 1.02294 -2.11269
H 7.12548 -1.26111 -1.54695
H 5.62611 -2.79960 -0.32939
H 3.38845 -2.06730 0.34136
H -0.04457 1.53366 2.27279
H -0.27352 3.67786 3.44803
H 1.24339 5.55310 2.91792
H 3.02668 5.27201 1.23262
H 3.31145 3.13509 0.08286
C -1.13972 -4.35019 -2.44420
C -0.37096 -3.76295 -1.27737
O -0.17655 -2.35119 -1.40843
C -1.14239 -3.95737 0.02847
F -0.49242 -3.12448 0.98562
F -2.36174 -3.43261 -0.05911
F -1.20549 -5.15118 0.52372
C 1.05593 -4.37015 -1.18725
F 1.67935 -4.24442 -2.34752
F 1.03371 -5.64422 -0.82660
F 1.78425 -3.68940 -0.27101
H -2.09644 -3.84299 -2.55009
H -1.32126 -5.41273 -2.27556
H -0.56432 -4.23855 -3.35900
*
```


Max |F| per entry: 3.098; 2.929; 3.682; 1.399 eV/Å
Relative energy (zero: lowest compared OMol25 entry of this formula, charge and spin) per entry: 124.2; 20.8; 38.7; 0.0 kcal per mole
E_tot per entry: -30032.6802; -174559.3475; -27351.1589; -125843.6505 eV